Formula: CH4CsN2O5S
Source: OMol25
Level of theory: ωB97M-V with the def2-TZVPD basis set

Relative energy (zero: lowest compared OMol25 entry of this formula, charge and spin) (kcal/mol): 34.66
Charge: -1
Orbital gap (eV): 3.374
LUMO level (eV): 1.15

Each line ends with the Mulliken charge.
Atoms and positions in Å:
Cs (0.8026, -0.8716, -0.7337)  0.976
S (2.3948, -1.8580, -3.9306)  1.088
O (3.7629, -1.4655, -3.4476)  -0.753
O (2.1146, -3.2201, -3.4909)  -0.709
O (1.3948, -0.8747, -3.4219)  -0.810
O (2.4555, -1.7750, -5.4028)  -0.774
C (-1.4558, 0.8340, 2.2289)  0.587
O (-1.0764, 0.0529, 1.3588)  -0.578
N (-2.7655, 1.0485, 2.5388)  -0.368
N (-0.6120, 1.7369, 2.8271)  -0.366
H (-2.8668, 1.7562, 3.2353)  0.147
H (-3.5439, 0.5824, 2.1179)  0.208
H (-0.9741, 2.3897, 3.4893)  0.151
H (0.3692, 1.6645, 2.6315)  0.201

Formula: C42H34CrN4OP2S
Source: OMol25
Level of theory: ωB97M-V with the def2-TZVPD basis set

Expectation value of S²: 6.034
Spin multiplicity: 5
Charge: +2
Orbital gap (alpha / beta) (eV): 4.958 / 5.484
LUMO level (alpha / beta) (eV): -6.56 / -6.05

Each line ends with the Mulliken spin population.
Atoms and positions in Å:
Cr (1.6800, 0.6534, -0.3065)  4.002
O (-0.4286, -2.2524, -0.4936)  -0.010
S (-0.0596, -0.9077, 0.0399)  -0.077
C (0.1525, -1.3666, 1.8302)  0.001
C (-0.8484, -2.2651, 2.1848)  -0.002
C (-0.7330, -2.9315, 3.4298)  0.002
C (0.2606, -2.5588, 4.3045)  0.000
C (1.1565, -1.4868, 3.9523)  0.002
C (1.1533, -0.9238, 2.6939)  0.045
P (2.3492, 0.3120, 2.0647)  -0.011
C (3.9112, -0.0431, 2.8485)  0.018
C (4.8104, 0.9689, 3.2172)  -0.005
C (6.0359, 0.6571, 3.8323)  0.002
C (6.2546, -0.6283, 4.2316)  -0.005
C (5.3254, -1.6255, 3.9547)  0.003
C (4.1868, -1.3803, 3.2422)  -0.005
C (1.7651, 1.8822, 2.6910)  -0.048
C (1.4117, 2.0659, 4.0327)  0.000
C (1.2446, 3.3145, 4.6294)  0.000
C (1.4557, 4.4328, 3.8557)  0.003
C (1.6537, 4.2743, 2.4593)  0.023
C (1.7774, 3.0169, 1.8736)  0.050
C (-1.6263, 0.0121, 0.1642)  -0.065
C (-1.6095, 1.1791, 0.9315)  0.054
C (-2.7868, 1.8902, 1.2593)  0.020
C (-3.9965, 1.3338, 0.8603)  0.002
C (-3.9861, 0.1605, 0.0710)  -0.002
C (-2.8325, -0.5165, -0.2683)  0.037
P (-2.9227, -1.9300, -1.4206)  0.000
C (-2.3994, -0.9808, -2.8984)  0.010
C (-1.2776, -1.3543, -3.6382)  -0.004
C (-0.7843, -0.5469, -4.6654)  -0.003
C (-1.4344, 0.6580, -4.9564)  -0.002
C (-2.6702, 0.9234, -4.3381)  0.001
C (-3.1350, 0.1178, -3.3309)  -0.001
C (-4.5944, -2.3485, -1.7819)  0.000
C (-5.7094, -2.4223, -0.8583)  0.000
C (-6.9592, -2.8086, -1.2810)  0.000
C (-7.1631, -3.1648, -2.6221)  0.000
C (-6.0963, -3.1535, -3.5363)  0.000
C (-4.8397, -2.6525, -3.1297)  0.000
H (-1.6321, -2.4723, 1.4829)  0.001
H (-1.3265, -3.7785, 3.6575)  0.000
H (0.3862, -3.0069, 5.2803)  0.000
H (1.9148, -1.0643, 4.6282)  -0.001
H (4.4951, 1.9976, 3.0101)  -0.001
H (6.7685, 1.3657, 4.1592)  0.000
H (7.1838, -0.9501, 4.6707)  0.000
H (5.5062, -2.5845, 4.4838)  0.000
H (3.5118, -2.1738, 3.0444)  -0.001
H (1.2288, 1.1668, 4.6798)  0.000
H (0.9182, 3.4180, 5.6477)  0.000
H (1.3701, 5.4266, 4.2713)  0.000
H (1.8131, 5.1674, 1.9087)  0.001
H (1.9119, 2.9199, 0.7873)  -0.106
H (-0.6580, 1.5242, 1.2757)  -0.061
H (-2.7866, 2.7422, 1.9322)  0.001
H (-4.9515, 1.7136, 1.2397)  0.000
H (-4.9294, -0.2973, -0.2515)  0.002
H (-0.8140, -2.3694, -3.4707)  0.002
H (0.1424, -0.8735, -5.1346)  0.001
H (-1.1209, 1.3694, -5.7934)  0.000
H (-3.2996, 1.7765, -4.6125)  0.000
H (-4.1219, 0.3290, -2.8270)  0.000
H (-5.5210, -2.2669, 0.2376)  0.000
H (-7.7713, -2.7001, -0.5797)  0.000
H (-8.1780, -3.5851, -2.9080)  0.000
H (-6.3190, -3.5396, -4.5406)  0.000
H (-4.1096, -2.4014, -3.8604)  0.000
N (2.0791, 2.4151, -4.0408)  0.008
C (1.1101, 3.3289, -3.6047)  0.004
C (0.9667, 3.1713, -2.2758)  0.038
N (1.7685, 2.1162, -1.8593)  0.040
C (2.3704, 1.6446, -2.9800)  0.071
C (3.0874, 0.4376, -2.8311)  0.006
N (3.1484, -0.1099, -1.5843)  -0.046
C (3.9375, -1.2916, -1.7315)  0.020
C (4.2761, -1.4492, -3.0616)  -0.010
N (3.7517, -0.3589, -3.7458)  0.008
H (2.4467, 2.2376, -4.9530)  -0.002
H (0.6799, 4.0764, -4.2046)  0.001
H (0.3965, 3.6807, -1.5304)  -0.004
H (4.2550, -1.8057, -0.8395)  -0.007
H (4.7572, -2.2831, -3.5571)  0.000
H (3.6652, -0.2676, -4.7482)  0.000

Formula: C3H7Br3N2O4
Source: OMol25
Level of theory: ωB97M-V with the def2-TZVPD basis set

Expectation value of S²: 0.756
Spin multiplicity: 2
Charge: +1
Orbital gap (alpha / beta) (eV): 8.400 / 3.687
LUMO level (alpha / beta) (eV): -5.72 / -10.38

Each line ends with the Mulliken spin population.
Atoms and positions in Å:
C (1.2693, 1.6012, 0.4893)  0.012
N (2.1080, 0.6754, 1.3375)  -0.008
O (2.6180, 1.1980, 2.3153)  0.032
O (2.2779, -0.4520, 0.9772)  0.017
H (1.6058, 1.4221, -0.5319)  -0.001
H (1.5148, 2.6123, 0.8143)  0.002
H (0.2421, 1.2829, 0.6673)  -0.010
C (-0.2539, -0.8499, -3.1983)  0.000
N (0.0608, -1.1717, -1.7569)  0.000
O (1.1745, -1.6900, -1.4508)  0.000
O (-0.8291, -0.9502, -0.9139)  0.000
H (-0.4919, -1.8339, -3.6023)  0.000
H (0.6565, -0.4521, -3.6466)  0.000
H (-1.1680, -0.2754, -3.3484)  0.000
C (-2.1427, -0.2878, 2.2719)  -0.065
Br (-0.4893, -0.1515, 3.4224)  0.673
Br (-2.5787, 1.4506, 1.4574)  0.179
Br (-3.6965, -1.1605, 3.2345)  0.168
H (-1.8775, -0.9672, 1.4618)  0.001

Formula: C9H22BNO5S
Source: OMol25
Level of theory: ωB97M-V with the def2-TZVPD basis set

Structure (SMILES): COCCOCCOC.O=NOBCCCS
Relative energy (zero: lowest compared OMol25 entry of this formula, charge and spin) (kcal/mol): 0.00
Orbital gap (eV): 8.557
LUMO level (eV): -0.37

Each line ends with the Mulliken charge.
Atoms and positions in Å:
O (-3.6468, -5.0240, 1.6819)  -0.241
N (-2.7677, -5.7584, 1.6310)  0.306
O (-1.6439, -5.1984, 0.8556)  -0.230
B (-1.8510, -4.9211, -0.4658)  0.314
C (-0.6742, -4.2753, -1.2744)  -0.828
C (-0.4713, -2.7873, -0.9292)  -0.396
C (-1.7105, -1.9205, -1.2108)  -0.486
S (-1.5697, -0.9834, -2.7676)  -0.232
H (-2.9263, -5.1734, -0.9307)  -0.117
H (-0.8508, -4.3842, -2.3496)  0.240
H (0.2520, -4.8146, -1.0438)  0.294
H (0.3642, -2.4003, -1.5170)  0.418
H (-0.1902, -2.6872, 0.1229)  0.254
H (-1.8402, -1.1764, -0.4252)  0.188
H (-2.6218, -2.5161, -1.2665)  0.388
H (-2.6021, -1.5016, -3.4418)  0.098
C (4.2735, 1.7585, 0.5454)  -0.762
O (3.0163, 2.3217, 0.2574)  -0.283
C (2.4298, 1.7845, -0.9123)  -0.566
C (0.9307, 1.9722, -0.9057)  -0.465
O (0.2413, 1.0749, -0.0514)  -0.240
C (0.2650, 1.3394, 1.3407)  -0.450
C (-0.6565, 2.4578, 1.7706)  -0.609
O (-0.0921, 3.7201, 1.4764)  -0.275
C (-1.0542, 4.7466, 1.4310)  -0.764
H (5.0028, 1.9675, -0.2465)  0.319
H (4.6252, 2.2053, 1.4732)  0.236
H (4.2028, 0.6721, 0.6754)  0.325
H (2.6566, 0.7136, -0.9940)  0.327
H (2.8404, 2.2885, -1.7987)  0.417
H (0.5698, 1.7353, -1.9090)  0.384
H (0.6760, 3.0108, -0.6829)  0.200
H (1.2809, 1.5272, 1.6957)  0.215
H (-0.1003, 0.4215, 1.8073)  0.380
H (-0.8308, 2.3724, 2.8529)  0.427
H (-1.6214, 2.3435, 1.2597)  0.337
H (-1.8183, 4.5426, 0.6717)  0.328
H (-0.5350, 5.6679, 1.1747)  0.234
H (-1.5520, 4.8783, 2.3993)  0.314

Formula: C10H25BFN4O4
Source: OMol25
Level of theory: ωB97M-V with the def2-TZVPD basis set

Charge: +1
Orbital gap (eV): 7.583
LUMO level (eV): -4.33

Each line ends with the Mulliken charge.
Atoms and positions in Å:
C (2.5633, 0.3851, -1.7679)  -0.505
N (2.8367, 1.7887, -1.2741)  0.038
C (3.8923, 2.3997, -2.1685)  -0.877
B (1.5822, 2.6362, -1.1708)  0.631
O (1.5692, 4.1418, -1.1946)  -0.524
N (0.1870, 1.9968, -0.9757)  -0.459
C (-0.5316, 1.7197, -2.2821)  -0.122
C (-1.9646, 2.5482, -2.4179)  0.189
O (-3.0340, 2.2355, -1.6679)  -0.363
F (-2.1126, 3.6639, -3.3861)  -0.218
H (1.8674, 0.3692, -2.7327)  0.220
H (2.0865, -0.2967, -0.9317)  -0.075
H (3.5570, -0.1829, -2.1067)  0.359
H (4.9491, 2.0661, -1.7248)  0.313
H (3.9121, 3.5692, -2.1912)  0.298
H (3.8307, 2.0320, -3.2932)  0.287
H (0.6143, 4.4670, -1.1407)  0.304
H (-0.4300, 2.6810, -0.4436)  0.434
H (0.2630, 1.1371, -0.3775)  0.302
H (-0.8435, 0.5678, -2.2508)  0.351
H (0.1550, 1.8243, -3.2390)  0.393
C (-3.5902, -1.3064, 2.3778)  -1.333
C (-3.3777, -0.0593, 1.5669)  0.847
O (-2.2703, 0.4593, 1.4437)  -0.662
N (-4.4602, 0.5011, 0.9547)  -0.092
C (-5.8310, 0.0496, 0.9763)  -0.867
H (-2.6360, -1.6326, 2.8023)  0.268
H (-4.2825, -1.1056, 3.1998)  0.392
H (-3.9758, -2.1068, 1.7407)  0.382
H (-4.2360, 1.3372, 0.4282)  0.163
H (-6.1408, -0.1412, -0.0543)  0.289
H (-6.4451, 0.8520, 1.3931)  0.306
H (-5.9627, -0.8556, 1.5699)  0.333
C (2.5677, -1.6247, 1.8132)  -1.195
C (2.0707, -2.6055, 0.7890)  0.903
O (1.6876, -2.2508, -0.3236)  -0.717
N (2.0512, -3.9281, 1.1225)  -0.197
C (2.4551, -4.5414, 2.3652)  -0.859
H (2.5229, -0.6124, 1.4008)  0.165
H (1.9365, -1.6619, 2.7051)  0.371
H (3.6067, -1.8463, 2.0712)  0.365
H (1.7039, -4.5245, 0.3808)  0.249
H (3.2506, -5.2581, 2.1460)  0.293
H (1.5938, -5.0752, 2.7748)  0.289
H (2.8119, -3.8125, 3.0934)  0.328

Formula: C4H6NOP
Source: OMol25
Level of theory: ωB97M-V with the def2-TZVPD basis set

Expectation value of S²: 2.033
Spin multiplicity: 3
Relative energy (zero: lowest compared OMol25 entry of this formula, charge and spin) (kcal/mol): 92.76
Orbital gap (alpha / beta) (eV): 7.806 / 7.115
LUMO level (alpha / beta) (eV): 0.68 / -1.81

Each line ends with the Mulliken spin population.
Atoms and positions in Å:
C (0.9827, -0.3577, -0.1155)  0.003
C (0.4014, -1.7031, -0.0822)  1.382
C (2.3168, -0.2732, 0.0161)  0.403
C (0.0737, 0.9908, -0.3050)  0.045
N (-1.5190, 1.4168, -0.0255)  0.048
O (-0.9103, -1.5652, 0.0771)  0.047
P (-1.9673, -0.1236, 0.1668)  0.061
H (2.7168, 0.6201, 0.3230)  0.016
H (2.8769, -1.2600, 0.0074)  -0.008
H (0.4839, 1.8018, 0.3302)  0.001
H (0.0951, 1.3048, -1.3586)  -0.005
H (-3.0361, -0.6268, -0.5269)  0.002
H (-2.5145, -0.2247, 1.4931)  0.005